{
  "formula": "C2H4O2",
  "method": "ωB97M-V with the def2-TZVPD basis set",
  "homo_lumo_gap_ev": 10.70,
  "de_lowest_kcal_mol": 56.4,
  "lumo_energy_ev": 0.61,
  "charge": 0,
  "smiles": "C=O.C=O",
  "elements": ["C", "O", "H", "H", "C", "O", "H", "H"],
  "coordinates": [[1.806, 0.068, -0.843], [1.583, 1.107, -0.293], [1.014, -0.634, -1.140], [2.858, -0.237, -0.937], [-1.515, -0.050, 0.554], [-2.008, -1.129, 0.622], [-2.024, 0.864, 0.178], [-0.484, 0.226, 0.823]],
  "forces_ev_per_a": [[0.6, -0.1, 0.7], [-0.5, 0.4, 0.0], [-0.1, 0.0, -0.2], [0.0, -0.3, -0.5], [0.4, 1.6, -0.3], [-0.2, -0.7, 0.1], [-0.5, -0.3, -0.1], [0.3, -0.6, 0.3]]
}